[1]
A cluster of 2 separate species, C7H16FNS in total at a distorted geometry, computed with ωB97M-V/def2-TZVPD.

```
26
Properties=species:S:1:pos:R:3
C -3.234 0.768 -0.203
C -2.842 -0.416 0.656
C -1.484 -1.145 0.359
C 2.977 -1.112 1.283
C 2.893 -1.140 -0.209
C 2.659 0.019 -0.838
C 2.480 1.353 -0.368
H -2.060 2.350 0.438
H -2.090 2.203 -1.498
H -3.410 0.281 -1.220
H -4.258 1.239 0.121
H -3.662 -1.079 0.422
H -2.768 -0.232 1.747
H -1.454 -2.034 1.092
H -0.640 -0.472 0.679
H -1.142 -0.594 -1.984
H 4.183 -1.008 1.631
H 2.376 -1.911 1.698
H 2.573 -0.129 1.578
H 2.994 -2.116 -0.733
H 1.487 1.776 -0.581
H 2.768 1.451 0.668
H 3.151 2.049 -0.801
N -2.123 1.655 -0.391
F 2.418 0.027 -2.124
S -1.791 -1.785 -1.421
```

Output
SMILES	C/C=C(\C)F.NCCCS
gap between HOMO and LUMO	9.453	eV
total charge	0
E_tot	-828.98829	hartree

Charges per atom according to Löwdin partitioning, unit e:
1 C -0.41
2 C -0.36
3 C -0.50
4 C -0.12
5 C -0.11
6 C -0.43
7 C -0.03
8 H 0.09
9 H 0.18
10 H 0.08
11 H 0.13
12 H 0.08
13 H 0.10
14 H 0.08
15 H 0.07
16 H -0.08
17 H 0.14
18 H 0.06
19 H 0.04
20 H 0.12
21 H 0.10
22 H 0.07
23 H 0.08
24 N -0.09
25 F 0.07
26 S 0.62



[2]
A structure of composition C37H48GeN9O5STeTl, computed with ωB97M-V/def2-TZVPD.

```
103
Properties=species:S:1:pos:R:3
Tl 0.214 -1.182 2.112
N 1.311 -2.673 4.213
N 2.609 -2.268 4.551
C 3.328 -1.512 3.695
N 4.611 -1.318 3.949
N 2.636 -0.989 2.679
N 3.272 -0.533 1.567
O 2.526 -0.205 0.656
O 4.497 -0.506 1.475
H 0.780 -2.790 5.065
H 1.342 -3.559 3.713
H 3.098 -2.771 5.272
H 5.063 -1.733 4.747
H 5.161 -0.836 3.257
N 0.193 6.485 3.572
C 0.227 7.811 3.188
C 0.026 9.000 3.890
C 0.130 10.164 3.161
C 0.426 10.151 1.783
C 0.623 8.974 1.098
C 0.518 7.779 1.819
N 0.655 6.471 1.394
C 0.460 5.737 2.453
C 0.487 4.274 2.420
C 0.206 3.470 3.524
C 0.204 2.096 3.371
N 0.465 1.481 2.212
C 0.762 2.258 1.161
C 0.784 3.634 1.220
H 0.029 6.152 4.504
H -0.199 9.010 4.950
H -0.020 11.115 3.658
H 0.502 11.095 1.257
H 0.854 8.959 0.040
H -0.018 3.893 4.496
H -0.021 1.454 4.218
H 0.995 1.743 0.239
H 1.021 4.236 0.351
C 0.306 -2.888 -8.380
C 0.434 -2.837 -6.884
C 0.987 -1.724 -6.255
C 1.125 -1.646 -4.876
C 1.712 -0.370 -4.303
C 0.677 -2.741 -4.105
Te 0.732 -2.509 -2.017
C 0.097 -3.868 -4.707
C -0.481 -5.040 -3.946
C 0.005 -3.893 -6.093
H 0.217 -1.887 -8.802
H -0.558 -3.478 -8.686
H 1.194 -3.349 -8.820
H 1.318 -0.883 -6.858
H 2.339 0.119 -5.045
H 2.313 -0.544 -3.413
H 0.915 0.329 -4.028
H -0.562 -4.849 -2.878
H 0.126 -5.936 -4.082
H -1.477 -5.275 -4.323
H -0.444 -4.763 -6.567
O 1.741 -7.470 0.425
S 0.938 -6.406 -0.078
O -0.410 -6.638 -0.495
N 0.974 -5.114 0.944
C 1.492 -4.048 0.402
O 1.551 -2.895 0.924
C 2.017 -4.260 -1.021
C 2.887 -3.376 -1.744
C 3.464 -3.921 -2.941
C 3.213 -5.202 -3.322
C 2.406 -6.086 -2.536
C 1.824 -5.604 -1.417
H 3.388 -2.558 -1.239
H 4.157 -3.313 -3.506
H 3.705 -5.595 -4.203
H 2.305 -7.128 -2.821
C -1.883 2.644 -1.065
C -2.412 1.446 -0.281
C -1.996 0.112 -0.897
C -2.742 -1.095 -0.327
Ge -2.856 -1.290 1.603
C -3.051 -0.150 3.169
C -4.504 -0.318 3.619
C -5.493 0.027 2.502
C -5.482 1.501 2.106
H -2.148 3.582 -0.576
H -2.306 2.660 -2.072
H -0.795 2.607 -1.155
H -3.505 1.495 -0.247
H -2.040 1.488 0.750
H -0.916 -0.020 -0.772
H -2.191 0.141 -1.974
H -2.325 -2.050 -0.654
H -3.795 -1.083 -0.631
H -3.231 -2.737 1.955
H -2.792 0.878 2.923
H -2.350 -0.520 3.915
H -4.683 0.322 4.487
H -4.669 -1.349 3.940
H -6.498 -0.261 2.807
H -5.251 -0.594 1.614
H -5.690 2.124 2.980
H -6.251 1.709 1.361
H -4.522 1.813 1.689
```

Output
ΔE to the lowest compared entry with this formula, charge and spin	257.0	kJ/mol
gap between HOMO and LUMO	5.912	eV
total charge	+2
E_tot	-5222.67478	hartree

Here are the Löwdin charges for atoms 1 to 99, given in e:
1 Tl 0.96
2 N 0.02
3 N 0.02
4 C -0.37
5 N 0.24
6 N 0.05
7 N -0.40
8 O -0.02
9 O 0.07
10 H 0.11
11 H 0.10
12 H 0.16
13 H 0.14
14 H 0.11
15 N 0.17
16 C -0.18
17 C -0.02
18 C -0.07
19 C -0.08
20 C -0.01
21 C -0.22
22 N 0.18
23 C -0.29
24 C -0.11
25 C 0.01
26 C -0.15
27 N -0.04
28 C -0.14
29 C 0.02
30 H 0.15
31 H 0.11
32 H 0.11
33 H 0.11
34 H 0.12
35 H 0.11
36 H 0.11
37 H 0.10
38 H 0.12
39 C -0.03
40 C -0.23
41 C 0.00
42 C -0.30
43 C -0.08
44 C -0.41
45 Te 1.70
46 C -0.29
47 C -0.05
48 C 0.00
49 H 0.09
50 H 0.09
51 H 0.10
52 H 0.13
53 H 0.09
54 H 0.04
55 H 0.09
56 H 0.03
57 H 0.09
58 H 0.10
59 H 0.13
60 O -0.26
61 S 0.63
62 O -0.27
63 N 0.01
64 C -0.61
65 O -0.25
66 C -0.35
67 C -0.25
68 C -0.05
69 C -0.01
70 C 0.01
71 C -0.23
72 H 0.12
73 H 0.13
74 H 0.13
75 H 0.15
76 C -0.08
77 C -0.28
78 C -0.30
79 C -0.34
80 Ge 1.02
81 C -0.36
82 C -0.28
83 C -0.27
84 C -0.08
85 H 0.08
86 H 0.09
87 H 0.06
88 H 0.11
89 H 0.08
90 H 0.06
91 H 0.12
92 H 0.05
93 H 0.09
94 H 0.00
95 H 0.06
96 H 0.05
97 H 0.12
98 H 0.11
99 H 0.12



[3]
A structure of composition C43H51ClFN7O6PPbS at a distorted geometry, computed with ωB97M-V/def2-TZVPD.

```
112
Properties=species:S:1:pos:R:3
Pb 0.325 -0.180 -0.089
C 4.602 -0.611 5.185
C 3.701 -1.804 4.875
N 2.409 -1.378 4.387
C 1.384 -1.152 5.377
C 0.531 -2.400 5.602
C 2.205 -1.167 3.062
S 0.625 -0.711 2.600
N 3.299 -1.328 2.323
C 3.372 -1.427 1.006
O 2.464 -1.461 0.151
C 4.767 -1.616 0.494
C 5.776 -2.164 1.275
C 7.028 -2.393 0.734
C 7.282 -2.079 -0.593
C 6.283 -1.520 -1.372
C 5.033 -1.288 -0.832
H 5.555 -0.950 5.585
H 4.127 0.042 5.916
H 4.774 -0.047 4.273
H 3.546 -2.402 5.778
H 4.165 -2.431 4.112
H 0.736 -0.347 5.025
H 1.866 -0.839 6.308
H 0.052 -2.658 4.662
H -0.236 -2.202 6.347
H 1.139 -3.244 5.928
H 5.554 -2.413 2.302
H 7.810 -2.820 1.347
H 8.260 -2.267 -1.017
H 6.482 -1.265 -2.404
H 4.243 -0.849 -1.422
C -3.941 6.948 2.453
C -4.687 5.825 1.725
C -5.978 5.437 2.444
C -5.656 4.910 3.836
C -4.585 3.854 3.759
C -4.438 2.946 4.790
C -3.485 1.941 4.698
F -3.377 1.085 5.741
C -2.689 1.789 3.589
C -2.813 2.702 2.540
C -1.948 2.512 1.348
O -1.088 1.642 1.354
C -2.247 3.439 0.272
C -3.129 4.452 0.470
N -3.840 4.654 1.600
C -3.746 3.751 2.635
C -1.630 3.358 -1.092
O -2.022 4.081 -1.990
O -0.660 2.502 -1.194
H -4.616 7.787 2.609
H -3.091 7.286 1.864
H -3.568 6.599 3.414
H -4.923 6.162 0.708
H -6.483 4.665 1.861
H -6.634 6.306 2.504
H -6.555 4.488 4.292
H -5.326 5.737 4.472
H -5.066 3.004 5.666
H -1.972 0.986 3.502
H -3.297 5.160 -0.332
C -4.119 -1.315 2.133
C -4.016 -2.685 2.324
C -3.071 -3.395 1.606
C -2.223 -2.709 0.727
N -2.352 -1.395 0.537
C -3.269 -0.729 1.204
C -1.180 -3.397 -0.036
C -1.270 -4.787 -0.336
C -0.112 -5.482 -0.693
C 1.033 -4.821 -1.033
C 0.969 -3.374 -1.278
C -0.151 -2.714 -0.618
H -4.838 -0.723 2.684
H -4.670 -3.196 3.020
H -2.958 -4.461 1.744
H -3.331 0.326 0.983
H -2.224 -5.301 -0.309
H -0.126 -6.565 -0.655
H 1.985 -5.332 -1.086
H 1.896 -2.872 -0.973
C -2.813 -1.640 -3.669
C -3.992 -0.786 -3.209
C -3.643 0.262 -2.282
N -3.507 1.121 -1.537
H -3.162 -2.384 -4.385
H -2.356 -2.149 -2.825
H -2.052 -1.029 -4.144
H -4.740 -1.411 -2.706
H -4.471 -0.308 -4.071
N 1.453 -2.560 -4.211
C 2.050 -1.238 -4.141
P 0.594 -0.087 -3.932
O -0.273 -0.201 -5.142
O -0.055 -0.343 -2.608
C 1.338 1.623 -3.928
N 0.177 2.473 -3.710
H 2.045 -3.223 -4.705
H 0.573 -2.471 -4.716
H 0.926 -3.112 -2.360
H 2.605 -0.960 -5.048
H 2.718 -1.191 -3.282
H 1.834 1.821 -4.886
H 2.053 1.762 -3.117
H -0.603 2.095 -4.244
H 0.327 3.439 -3.982
H -0.308 2.426 -2.155
Cl 2.725 2.707 -0.755
C 2.141 1.580 0.461
H 1.697 2.170 1.259
H 3.018 1.055 0.832
```

Output
ΔE to the lowest compared entry with this formula, charge and spin	264.9	kJ/mol
gap between HOMO and LUMO (alpha / beta)	5.105 / 5.664	eV
total charge	-1
E_tot	-3996.45697	hartree

Here are the Löwdin charges for atoms 1 to 99, given in e:
1 Pb 1.30
2 C -0.08
3 C -0.23
4 N -0.15
5 C -0.28
6 C -0.09
7 C -0.68
8 S 0.68
9 N 0.10
10 C -0.46
11 O -0.17
12 C -0.12
13 C -0.03
14 C -0.09
15 C -0.10
16 C -0.08
17 C -0.01
18 H 0.07
19 H 0.06
20 H 0.07
21 H 0.11
22 H 0.10
23 H 0.06
24 H 0.11
25 H 0.05
26 H 0.07
27 H 0.07
28 H 0.09
29 H 0.09
30 H 0.09
31 H 0.10
32 H 0.10
33 C -0.03
34 C -0.32
35 C -0.14
36 C -0.14
37 C -0.14
38 C 0.04
39 C -0.25
40 F 0.05
41 C 0.07
42 C -0.03
43 C -0.31
44 O -0.08
45 C -0.03
46 C 0.04
47 N -0.01
48 C -0.08
49 C -0.55
50 O 0.05
51 O 0.02
52 H 0.08
53 H 0.08
54 H 0.08
55 H 0.15
56 H 0.13
57 H 0.12
58 H 0.12
59 H 0.12
60 H 0.13
61 H 0.12
62 H 0.14
63 C -0.07
64 C -0.08
65 C -0.02
66 C -0.25
67 N 0.09
68 C -0.16
69 C -0.24
70 C -0.06
71 C -0.13
72 C -0.07
73 C -0.24
74 C -0.07
75 H 0.09
76 H 0.10
77 H 0.10
78 H 0.08
79 H 0.09
80 H 0.09
81 H 0.09
82 H 0.10
83 C -0.09
84 C -0.22
85 C -0.20
86 N 0.22
87 H 0.07
88 H 0.07
89 H 0.03
90 H 0.12
91 H 0.12
92 N -0.07
93 C -0.31
94 P 0.38
95 O -0.37
96 O -0.46
97 C -0.30
98 N -0.04
99 H 0.08



[4]
The ion C4H8ClN2O with charge +1 at a distorted geometry, computed with ωB97M-V/def2-TZVPD.

```
16
Properties=species:S:1:pos:R:3
C -0.343 0.439 -0.219
C -2.660 0.341 -0.173
C 1.090 -1.447 0.224
C 1.881 1.113 0.075
N 0.869 0.062 0.008
N -1.438 -0.301 -0.138
O -2.844 1.530 -0.231
Cl -3.989 -0.788 -0.031
H -0.554 1.563 -0.266
H 2.038 -1.805 -0.066
H 0.744 -1.725 1.270
H 0.285 -1.847 -0.482
H 1.882 1.685 1.131
H 2.893 0.794 -0.101
H 1.652 1.753 -0.823
H -1.506 -1.367 -0.175
```

Output
ΔE to the lowest compared entry with this formula, charge and spin	0.0	kJ/mol
SMILES	CN(C)/C=[NH+]/C(=O)Cl
gap between HOMO and LUMO	10.772	eV
total charge	+1
E_tot	-801.88790	hartree

Charges per atom according to Löwdin partitioning, unit e:
1 C -0.09
2 C -0.84
3 C 0.06
4 C -0.01
5 N -0.13
6 N 0.07
7 O 0.09
8 Cl 0.78
9 H 0.20
10 H 0.08
11 H 0.13
12 H 0.10
13 H 0.16
14 H 0.09
15 H 0.12
16 H 0.17